No. 1
Computed, not measured: a molecular structure, C18H29ClMgNO2P2, with ωB97M-V/def2-TZVPD.

Structure (XYZ):
```
54
Properties=species:S:1:pos:R:3:mulliken_charge:R:1
Mg 0.334 0.607 -0.408 1.164
P 2.290 -1.226 0.242 1.196
C 2.289 -1.878 -1.398 -1.497
C 1.099 -1.786 -2.179 0.921
N 0.002 -1.008 -1.780 -0.094
C -1.215 -1.249 -2.313 0.584
C -1.397 -2.176 -3.332 -0.984
C -0.275 -2.749 -3.926 -0.446
C 0.980 -2.505 -3.393 -0.925
C -2.467 -0.555 -1.815 -1.251
P -2.301 1.110 -1.008 0.966
H 1.902 -2.930 -3.800 0.383
H -2.408 -2.392 -3.676 0.443
H -0.384 -3.393 -4.792 0.416
H -3.154 -0.394 -2.658 0.547
H -2.993 -1.202 -1.091 0.408
H 0.776 2.833 -2.118 0.259
H 3.228 -2.057 -1.939 0.231
H -0.524 6.551 -0.820 0.299
O 1.007 1.911 -1.997 -0.487
H 1.237 1.554 -2.875 0.245
H -0.836 0.702 0.888 -0.724
O -0.503 5.597 -0.850 -0.590
H 0.138 5.337 -0.161 0.312
C -2.548 2.232 -2.414 -1.456
H -3.598 2.196 -2.731 0.462
H -2.302 3.251 -2.083 0.375
H -1.900 1.957 -3.253 0.346
C -3.946 1.264 -0.212 -1.342
H -3.873 2.031 0.575 0.387
H -4.705 1.589 -0.942 0.438
H -4.267 0.319 0.249 0.388
C 2.455 -2.762 1.196 -1.354
H 3.477 -3.134 1.078 0.448
H 2.217 -2.608 2.249 0.348
H 1.769 -3.494 0.759 0.341
C 3.862 -0.334 0.556 -1.298
H 3.839 0.035 1.594 0.378
H 4.714 -1.013 0.429 0.420
H 3.963 0.527 -0.119 0.325
Cl 0.238 2.543 2.201 -0.194
C 0.347 1.139 3.251 0.722
C 0.940 1.286 4.503 -0.603
C 1.232 0.151 5.275 -0.448
C 0.853 -1.102 4.804 -0.652
C 0.167 -1.224 3.591 -0.364
C -0.123 -0.110 2.799 0.024
C -0.895 -0.258 1.507 -0.770
H 1.165 2.283 4.887 0.420
H 1.728 0.264 6.239 0.416
H 1.066 -1.998 5.389 0.401
H -0.172 -2.200 3.249 0.470
H -0.569 -1.104 0.879 0.445
H -1.958 -0.427 1.690 0.553
```

Results
- E_LUMO (eV) = -2.91
- E_tot (Ha) = -2251.3407
- total charge = +1
- HOMO level (eV) = -8.951

No. 2
Computed, not measured: a molecular structure, C18H29CsO13, with ωB97M-V/def2-TZVPD.

Structure (XYZ):
```
61
Properties=species:S:1:pos:R:3:mulliken_charge:R:1
Cs -5.977 1.234 -3.255 0.914
C 0.129 0.983 -2.747 -0.786
C -0.028 2.290 -3.494 -0.404
O -0.870 2.499 -4.562 -0.861
H 0.416 0.142 -3.378 0.275
H -0.753 0.702 -2.171 0.189
H 0.988 1.023 -2.077 0.300
H 0.964 2.455 -3.912 0.183
H -0.093 3.106 -2.774 0.193
C 2.529 -7.266 -5.363 -1.338
C 1.575 -8.011 -6.253 0.442
C 0.269 -8.419 -5.731 -0.422
O -0.724 -7.970 -6.611 -0.321
C -0.162 -7.020 -7.410 0.683
O -0.765 -6.213 -8.116 -0.579
O 1.119 -7.066 -7.343 -0.348
H 3.282 -6.797 -5.997 0.349
H 3.210 -7.830 -4.726 0.377
H 2.012 -6.452 -4.855 0.332
H 1.970 -8.897 -6.749 0.271
H 0.170 -8.165 -4.676 0.258
H 0.256 -9.509 -5.746 0.296
C 4.103 7.697 1.700 -1.360
C 5.048 6.530 2.009 0.354
C 5.210 5.292 1.049 -0.331
O 6.556 5.257 0.946 -0.276
C 7.117 6.247 1.479 0.659
O 8.324 6.563 1.357 -0.633
O 6.249 6.996 2.112 -0.316
H 3.145 7.323 2.062 0.361
H 3.860 7.954 0.669 0.348
H 4.365 8.569 2.299 0.332
H 4.898 6.196 3.035 0.278
H 4.816 5.411 0.040 0.323
H 4.823 4.437 1.604 0.258
C 1.037 -4.784 2.583 -1.395
C 0.154 -5.405 1.462 0.486
C -0.888 -6.360 2.003 -0.468
O -2.056 -5.824 1.409 -0.313
C -1.823 -4.624 1.070 0.691
O -2.714 -3.891 0.705 -0.588
O -0.522 -4.461 0.873 -0.332
H 1.424 -3.796 2.334 0.355
H 1.812 -5.453 2.957 0.357
H 0.389 -4.457 3.396 0.352
H 0.790 -5.938 0.755 0.303
H -1.064 -6.527 3.066 0.284
H -0.766 -7.298 1.461 0.266
C -6.964 5.385 6.054 -1.270
C -6.139 5.605 4.752 0.325
C -4.709 6.105 4.771 -0.312
O -4.039 4.949 4.504 -0.357
C -4.724 4.176 3.658 0.663
O -4.239 3.496 2.850 -0.493
O -6.010 4.370 3.968 -0.365
H -6.964 6.214 6.761 0.356
H -6.504 4.567 6.608 0.336
H -7.972 5.068 5.784 0.328
H -6.596 6.220 3.977 0.274
H -4.384 6.447 5.753 0.256
H -4.564 6.931 4.075 0.259
```

Results
- E_LUMO (eV) = -1.45
- E_tot (Ha) = -1701.3056
- HOMO level (eV) = -4.304

No. 3
Computed, not measured: a molecular structure, C18H29IrN2, with ωB97M-V/def2-TZVPD.

Structure (XYZ):
```
50
Properties=species:S:1:pos:R:3:lowdin_spin:R:1
C -2.970 -0.612 1.468 0.072
H -3.478 -0.754 2.429 0.004
H -3.380 0.294 1.006 0.001
H -1.908 -0.434 1.672 0.051
C -3.171 -1.828 0.558 0.018
H -2.628 -1.674 -0.384 0.013
H -2.725 -2.714 1.029 0.000
C -4.648 -2.099 0.257 0.004
H -4.772 -2.972 -0.394 0.001
H -5.208 -2.287 1.181 0.001
H -5.111 -1.239 -0.242 0.000
C 1.454 0.946 -1.054 0.162
C 0.556 0.422 -2.071 0.214
C -0.663 1.073 -1.885 0.166
C -0.499 2.103 -0.867 0.167
C 0.821 2.091 -0.420 0.198
C 1.488 3.058 0.498 0.029
C -1.573 3.060 -0.470 0.034
C -1.925 0.854 -2.653 0.035
C 0.908 -0.588 -3.109 0.040
C 2.914 0.638 -0.978 0.020
Ir -0.039 0.044 0.095 2.431
H -1.345 3.556 0.472 0.001
H -1.708 3.837 -1.227 0.013
H -2.538 2.565 -0.350 0.004
H 0.775 3.549 1.158 0.002
H 2.228 2.571 1.131 0.003
H 2.005 3.840 -0.064 0.011
H 3.120 -0.405 -1.214 0.002
H 3.472 1.254 -1.687 0.006
H 3.316 0.833 0.015 0.002
H 0.030 -1.125 -3.467 0.002
H 1.377 -0.114 -3.976 0.016
H 1.606 -1.333 -2.729 0.004
H -2.805 0.887 -2.010 0.004
H -2.060 1.625 -3.416 0.014
H -1.929 -0.111 -3.158 0.001
N 1.506 0.567 2.775 0.032
C 1.995 -0.613 2.172 0.030
C 2.998 -1.363 2.800 -0.001
C 3.437 -2.550 2.211 0.015
C 2.871 -2.978 1.011 0.010
C 1.875 -2.205 0.411 0.029
N 1.467 -1.042 0.990 0.112
H 0.726 1.085 2.346 0.016
H 1.890 0.901 3.672 0.001
H 3.425 -1.038 3.741 0.000
H 4.206 -3.142 2.691 0.001
H 3.197 -3.902 0.551 0.001
H 1.423 -2.530 -0.515 0.008
```

Results
- expectation value of S² = 6.01
- E_LUMO (spin up / spin down) (eV) = -6.70 / -10.25
- E_tot (Ha) = -916.3916
- total charge = +2
- multiplicity = 5
- HOMO level (spin up / spin down) (eV) = -14.225 / -15.621

No. 4
Computed, not measured: a molecular structure, C18H29N2O2P2RuS, with ωB97M-V/def2-TZVPD.

Structure (XYZ):
```
55
Properties=species:S:1:pos:R:3:lowdin_spin:R:1
C -1.037 3.120 -2.572 0.162
C -1.075 2.068 -1.626 0.051
N 0.081 1.696 -0.969 0.176
C 1.236 2.304 -1.271 0.073
C 1.311 3.317 -2.226 0.157
C 0.159 3.739 -2.880 0.084
C -2.245 1.311 -1.389 0.437
P -2.180 0.196 -0.001 0.061
Ru 0.023 0.132 0.538 1.189
P 2.263 0.229 0.222 0.023
C 2.469 1.908 -0.508 0.005
C -0.333 -1.692 1.524 0.165
C -0.995 -1.549 2.740 0.505
C -0.727 -2.461 3.765 0.459
C -0.114 -3.685 3.467 0.074
C 0.361 -3.912 2.171 0.447
C 0.306 -2.894 1.207 0.449
O -1.604 -0.381 -3.668 0.034
O 0.962 -0.811 -3.114 0.018
H -1.982 3.392 -3.038 0.006
H 2.290 3.750 -2.416 0.007
H 0.202 4.540 -3.616 0.003
C -3.155 0.919 1.344 0.032
C -3.146 -1.221 -0.581 0.020
H 3.356 1.921 -1.155 0.000
H 2.649 2.607 0.324 0.002
H -2.036 0.245 -3.029 0.018
H -3.189 1.676 -1.806 0.018
C 3.258 0.260 1.710 0.012
C 3.176 -0.813 -0.930 0.009
H -1.692 -0.726 2.905 0.026
H -1.021 -2.207 4.784 0.022
H 0.020 -4.429 4.256 -0.005
H 0.796 -4.880 1.927 0.025
H 0.754 -3.014 0.223 0.029
H -0.222 -1.085 -0.675 0.051
H 1.182 -1.662 -3.526 0.002
H 0.020 -0.614 -3.389 0.001
H -1.917 -0.104 -4.544 0.001
H 0.486 -0.586 -0.959 0.038
H -4.162 1.129 0.960 0.001
H -3.217 0.209 2.175 0.006
H -2.665 1.836 1.695 0.000
H -4.191 -0.903 -0.709 0.000
H -2.746 -1.567 -1.543 0.003
H -3.087 -2.024 0.163 0.003
H 4.212 -0.441 -0.987 0.000
H 3.178 -1.842 -0.545 0.001
H 2.679 -0.776 -1.914 0.002
H 4.300 0.481 1.433 0.002
H 2.854 1.015 2.397 0.001
H 3.180 -0.736 2.166 0.001
S 0.043 1.692 2.531 0.046
C 0.347 0.901 3.955 0.025
N 0.583 0.422 5.008 0.026
```

Results
- expectation value of S² = 8.83
- energy relative to the best compared isomer or geometry (same formula, charge and spin) (kJ/mol) = 198.24
- E_LUMO (spin up / spin down) (eV) = -0.16 / -2.41
- E_tot (Ha) = -2138.7650
- multiplicity = 6
- HOMO level (spin up / spin down) (eV) = -3.867 / -7.171

> The lowest E_tot belongs to which entry?

C18H29ClMgNO2P2

Please write out number 3 again, unchanged.
Computed, not measured: a molecular structure, C18H29IrN2, with ωB97M-V/def2-TZVPD.

Structure (XYZ):
```
50
Properties=species:S:1:pos:R:3:lowdin_spin:R:1
C -2.970 -0.612 1.468 0.072
H -3.478 -0.754 2.429 0.004
H -3.380 0.294 1.006 0.001
H -1.908 -0.434 1.672 0.051
C -3.171 -1.828 0.558 0.018
H -2.628 -1.674 -0.384 0.013
H -2.725 -2.714 1.029 0.000
C -4.648 -2.099 0.257 0.004
H -4.772 -2.972 -0.394 0.001
H -5.208 -2.287 1.181 0.001
H -5.111 -1.239 -0.242 0.000
C 1.454 0.946 -1.054 0.162
C 0.556 0.422 -2.071 0.214
C -0.663 1.073 -1.885 0.166
C -0.499 2.103 -0.867 0.167
C 0.821 2.091 -0.420 0.198
C 1.488 3.058 0.498 0.029
C -1.573 3.060 -0.470 0.034
C -1.925 0.854 -2.653 0.035
C 0.908 -0.588 -3.109 0.040
C 2.914 0.638 -0.978 0.020
Ir -0.039 0.044 0.095 2.431
H -1.345 3.556 0.472 0.001
H -1.708 3.837 -1.227 0.013
H -2.538 2.565 -0.350 0.004
H 0.775 3.549 1.158 0.002
H 2.228 2.571 1.131 0.003
H 2.005 3.840 -0.064 0.011
H 3.120 -0.405 -1.214 0.002
H 3.472 1.254 -1.687 0.006
H 3.316 0.833 0.015 0.002
H 0.030 -1.125 -3.467 0.002
H 1.377 -0.114 -3.976 0.016
H 1.606 -1.333 -2.729 0.004
H -2.805 0.887 -2.010 0.004
H -2.060 1.625 -3.416 0.014
H -1.929 -0.111 -3.158 0.001
N 1.506 0.567 2.775 0.032
C 1.995 -0.613 2.172 0.030
C 2.998 -1.363 2.800 -0.001
C 3.437 -2.550 2.211 0.015
C 2.871 -2.978 1.011 0.010
C 1.875 -2.205 0.411 0.029
N 1.467 -1.042 0.990 0.112
H 0.726 1.085 2.346 0.016
H 1.890 0.901 3.672 0.001
H 3.425 -1.038 3.741 0.000
H 4.206 -3.142 2.691 0.001
H 3.197 -3.902 0.551 0.001
H 1.423 -2.530 -0.515 0.008
```

Results
- expectation value of S² = 6.01
- E_LUMO (spin up / spin down) (eV) = -6.70 / -10.25
- E_tot (Ha) = -916.3916
- total charge = +2
- multiplicity = 5
- HOMO level (spin up / spin down) (eV) = -14.225 / -15.621

> The lowest E_tot belongs to which entry?

C18H29ClMgNO2P2